Record 1
This record from the Open Molecules 2025 dataset describes a cluster of 3 separate species, C17H41BrN3 in total in a non-equilibrium geometry. The level of theory is ωB97M-V/def2-TZVPD.

XYZ file:
```
62
Properties=species:S:1:pos:R:3
Br 3.64844 -1.52746 6.77479
C 4.14512 -0.37667 5.17993
C 5.76512 -0.52542 4.96804
C 6.01841 -1.97088 4.21279
C 5.13254 -2.18986 2.84979
N 4.00295 -1.20312 2.65379
C 3.23043 -0.85215 3.90559
H 3.93279 0.74001 5.53392
H 6.27165 0.39302 4.42060
H 6.33338 -0.61076 6.01460
H 7.17744 -2.11267 3.99772
H 5.67982 -2.80512 4.99492
H 5.88722 -2.03455 1.93810
H 4.78157 -3.32041 2.80768
H 3.30941 -1.67221 1.99626
H 4.35072 -0.35653 2.11407
H 2.54051 0.07961 3.62198
H 2.46339 -1.71160 4.21860
C -1.43911 -1.31741 4.07450
C -1.40277 -0.75046 2.65889
N -0.41010 -1.39379 1.79645
C -0.14376 -0.65319 0.55991
C -1.29378 -0.49655 -0.42912
C -0.52412 -2.84620 1.64328
C -1.84749 -3.40299 1.13044
H -0.44379 -1.30849 4.53140
H -2.10056 -0.71045 4.70296
H -1.82212 -2.34349 4.09372
H -1.15472 0.31387 2.75255
H -2.40829 -0.80056 2.22791
H 0.71010 -1.10654 0.03997
H 0.20233 0.35158 0.83589
H -1.50838 -1.43083 -0.95090
H -1.01900 0.23760 -1.19491
H -2.20943 -0.13916 0.04877
H -0.31823 -3.30811 2.61656
H 0.28543 -3.21119 0.99845
H -2.71044 -2.98575 1.65673
H -1.87044 -4.48800 1.28360
H -1.97462 -3.23096 0.06062
C -2.97840 2.86890 -2.40179
C -2.94206 3.43586 -3.81740
N -1.94939 2.79253 -4.67985
C -1.68304 3.53313 -5.91639
C -2.83307 3.68977 -6.90542
C -2.06341 1.34012 -4.83301
C -3.38678 0.78332 -5.34586
H -1.98308 2.87782 -1.94489
H -3.63985 3.47587 -1.77334
H -3.36141 1.84282 -2.38258
H -2.69401 4.50018 -3.72375
H -3.94758 3.38575 -4.24838
H -0.82919 3.07977 -6.43632
H -1.33696 4.53789 -5.64041
H -3.04767 2.75548 -7.42720
H -2.55829 4.42391 -7.67121
H -3.74871 4.04715 -6.42753
H -1.85751 0.87821 -3.85974
H -1.25386 0.97512 -5.47785
H -4.24972 1.20056 -4.81957
H -3.40973 -0.30168 -5.19270
H -3.51391 0.95536 -6.41568
```

## Properties
E_LUMO in eV: -3.48
Total charge: +1

Results of the natural (NBO) charge analysis, in e, for atoms 1 through 5: 0.03, -0.27, -0.46, -0.45, -0.27

Record 2
This record from the Open Molecules 2025 dataset describes a cluster of 14 separate species, C17H41Cl6N12O28 in total in a non-equilibrium geometry. The level of theory is ωB97M-V/def2-TZVPD.

XYZ file:
```
104
Properties=species:S:1:pos:R:3
C -1.11935 1.19115 -3.25618
C -1.85756 1.11390 -1.93600
N -1.07495 0.55184 -0.89936
C 0.18015 1.01249 -0.55611
C 0.69869 0.25594 0.52141
N -0.33271 -0.61491 0.79445
C -1.31706 -0.54261 -0.13298
C -0.36922 -1.51433 1.96887
H -0.22444 1.80215 -3.13817
H -1.63111 1.74244 -4.04504
H -0.82093 0.19984 -3.59725
H -2.81890 0.60256 -1.98539
H -2.04827 2.08013 -1.46894
H 0.62244 1.85324 -1.06984
H 1.56372 0.28960 1.16715
H -2.20110 -1.16300 -0.13230
H -0.53922 -2.55473 1.69182
H -1.20483 -1.10601 2.53732
H 0.57555 -1.44493 2.50805
Cl 3.75787 -3.56711 1.19510
O 5.12104 -3.18515 1.09280
O 3.02972 -2.36472 1.50520
O 3.28101 -4.17813 -0.05386
O 3.65335 -4.55480 2.20824
Cl -3.31113 -3.53499 3.44623
O -3.77938 -4.90843 3.62406
O -2.01258 -3.52840 3.99462
O -3.15650 -3.28911 2.05185
O -4.15190 -2.59840 4.10005
C 2.26933 4.01183 3.19502
Cl 1.47523 2.45436 2.95489
Cl 1.09356 5.34728 3.19146
Cl 3.07078 3.90164 4.81697
Cl 3.40348 4.34969 1.84125
C 0.35814 -1.94067 6.08137
N 0.66735 -0.88421 5.08951
O -0.24127 -0.19729 4.75146
O 1.83060 -0.77993 4.77857
H -0.58817 -1.87057 6.61772
H 1.20741 -2.10372 6.74489
H 0.33221 -2.87177 5.51525
C 4.71365 3.46481 -1.98314
N 3.23796 3.29681 -2.08215
O 2.70458 3.23236 -1.03180
O 2.72872 3.26275 -3.20359
H 4.96001 4.31783 -2.61538
H 5.08981 2.60612 -2.53924
H 5.01293 3.55386 -0.93881
C -0.17155 -5.82508 1.73001
N -0.91404 -7.07949 2.30178
O -0.55015 -8.13760 1.87148
O -1.73248 -6.88602 3.21449
H 0.64774 -5.50713 2.37479
H -0.97406 -5.08870 1.77259
H 0.07383 -6.13203 0.71331
C 4.76795 -0.43003 -1.57708
N 3.35845 -0.73179 -1.96851
O 2.95415 -1.87422 -1.97949
O 2.66291 0.22540 -2.27155
H 4.93822 0.64340 -1.65978
H 5.52004 -0.86529 -2.23511
H 4.91582 -0.81401 -0.56773
C -0.00702 6.52576 -2.28930
N -0.11589 5.09962 -2.01100
O -0.43568 4.27644 -2.82135
O 0.10963 4.72475 -0.90229
H -0.32712 6.63572 -3.32542
H 1.02490 6.83295 -2.11935
H -0.62122 7.08068 -1.58013
C -2.67213 1.55707 3.76719
N -2.58649 2.35697 2.48469
O -2.38492 3.51238 2.58443
O -2.60539 1.81770 1.40908
H -2.46086 0.52623 3.48289
H -3.69163 1.68165 4.13216
H -2.00629 1.92566 4.54751
C -4.25563 -3.91695 -1.45182
N -4.75914 -2.49314 -1.24821
O -5.83603 -2.34337 -0.65601
O -4.08140 -1.54948 -1.59128
H -3.18900 -3.90349 -1.67591
H -4.91946 -4.31113 -2.22126
H -4.48137 -4.39527 -0.49874
C 4.59649 0.23272 3.46148
N 5.37318 1.28366 2.77246
O 6.37926 1.68939 3.33206
O 5.06350 1.66105 1.64127
H 4.76038 0.27551 4.53823
H 4.92606 -0.71623 3.03841
H 3.54526 0.44275 3.26421
C -4.16857 4.46544 -5.25766
N -3.94450 5.89993 -5.04279
O -4.89688 6.68662 -5.18533
O -2.84719 6.19172 -4.63997
H -3.34194 3.89447 -4.83482
H -4.18417 4.29927 -6.33481
H -5.17085 4.24572 -4.88992
C -1.59753 -3.82420 -6.08794
N -2.20737 -3.21203 -4.89474
O -1.58963 -2.30170 -4.28639
O -3.35211 -3.63978 -4.54437
H -2.39837 -4.38028 -6.57533
H -0.78601 -4.49795 -5.81297
H -1.19242 -3.03096 -6.71623
```

## Properties
E_LUMO in eV: 0.90
Total charge: -1

Results of the Mulliken charge analysis, in e, for atoms 1 through 5: -0.83, -0.37, 0.88, -0.86, -1.00

Record 3
This record from the Open Molecules 2025 dataset describes a structure of composition C17H41ClGaO8S2 in a non-equilibrium geometry. The level of theory is ωB97M-V/def2-TZVPD.

XYZ file:
```
70
Properties=species:S:1:pos:R:3
C -4.34389 -1.34339 0.96005
O -3.60579 -0.65233 -0.06023
C -4.26807 0.56612 -0.41404
C -5.12834 0.29139 -1.67838
C -4.30011 0.00263 -2.97778
C -2.90887 0.70593 -3.05990
C -2.07539 -0.00328 -4.21446
Ga -0.05824 0.37700 -4.05213
C 0.88038 -1.39295 -3.56724
C 2.44018 -1.25760 -3.42016
O 2.81747 -0.64978 -2.17846
C 0.37722 1.93597 -2.76918
C 1.25580 3.06023 -3.44677
C 2.73077 2.60740 -3.60266
Cl 3.57715 3.49935 -4.97429
H -4.21450 -2.41987 0.72709
H -5.42872 -1.12831 0.91637
H -3.92087 -1.10934 1.95982
H -4.94064 0.89861 0.40943
H -3.54393 1.38722 -0.57780
H -5.71812 -0.63117 -1.46391
H -5.88608 1.09618 -1.78902
H -4.90051 0.39863 -3.82882
H -4.20474 -1.08144 -3.17904
H -3.02404 1.77131 -3.35382
H -2.29307 0.59707 -2.15071
H -2.20604 -1.09780 -4.01603
H -2.51472 0.17803 -5.21554
H 0.48570 0.82141 -5.51566
H 0.74098 -2.09303 -4.42291
H 0.41781 -1.79032 -2.63714
H 2.86534 -0.68469 -4.27407
H 2.84603 -2.29453 -3.46106
H 1.99009 -0.32731 -1.81631
H 0.93660 1.63979 -1.85075
H -0.57719 2.41992 -2.45564
H 0.86557 3.32040 -4.45129
H 1.18248 3.95204 -2.78541
H 3.27897 2.85615 -2.67741
H 2.83009 1.53714 -3.83461
O -2.90332 1.78239 3.89850
S -1.61502 2.08415 4.45948
O -0.97963 3.35455 4.25077
O -0.58511 0.91356 4.06313
C -0.39130 0.61808 2.66706
C 0.41595 1.69641 1.96795
C -1.65953 1.76695 6.19719
H -1.34991 0.45601 2.16739
H 0.15721 -0.32337 2.61176
H -0.12307 2.64404 1.94965
H 0.62703 1.41364 0.93611
H 1.35761 1.87094 2.49137
H -2.10807 0.79180 6.37041
H -2.26548 2.54817 6.65192
H -0.64543 1.80843 6.58782
O 1.88041 -2.42327 2.93132
S 3.14979 -2.03532 3.48183
O 3.77769 -0.79548 3.12471
O 4.19651 -3.23722 3.26268
C 4.41904 -3.70005 1.92092
C 5.23645 -2.72131 1.09717
C 3.06331 -2.12303 5.24393
H 3.46699 -3.92464 1.43424
H 4.96559 -4.64062 2.00628
H 4.69724 -1.78692 0.94361
H 5.46465 -3.13767 0.11548
H 6.16954 -2.47619 1.60761
H 2.61900 -3.07242 5.53268
H 2.43858 -1.29598 5.57633
H 4.06652 -2.01839 5.65062
```

## Properties
E_LUMO in eV: 1.71
Total charge: -1

Results of the natural (NBO) charge analysis, in e, for atoms 1 through 5: -0.26, -0.55, -0.07, -0.42, -0.40